1.
A 2-piece molecular cluster, C5H15NO overall at a distorted geometry, computed with wB97M-V/def2-TZVPD.

```
22
Properties=species:S:1:pos:R:3:nbo_charge:R:1
O -1.17 -0.81 2.85 -0.95
N -0.41 0.31 -0.19 -0.65
C -0.34 1.67 -0.76 -0.22
C 0.41 -1.99 -0.50 -0.60
C 1.89 -0.26 0.55 -0.64
C -0.99 1.77 -2.11 -0.61
C 0.80 -0.48 -0.48 -0.05
H -1.56 -0.66 3.70 0.47
H 1.38 -2.48 -0.33 0.19
H 1.94 0.74 0.98 0.21
H -0.62 1.01 -2.82 0.20
H 1.09 -0.28 -1.51 0.18
H 2.86 -0.68 0.28 0.21
H -1.83 -1.19 2.30 0.48
H -0.07 -2.16 0.47 0.20
H -0.82 2.75 -2.55 0.20
H 0.73 1.93 -0.90 0.16
H -0.75 2.42 -0.08 0.19
H 1.57 -0.87 1.42 0.21
H -0.46 0.36 0.82 0.37
H -2.06 1.56 -2.03 0.21
H -0.04 -2.37 -1.40 0.22
```

For the total energy, the calculation gives -329.47395 Ha. As for the structure (SMILES): CCNC(C)C.O. For the gap between HOMO and LUMO, the calculation gives 9.351 eV.

2.
A 2-piece molecular cluster, C5H15NO overall at a distorted geometry, computed with wB97M-V/def2-TZVPD.

```
22
Properties=species:S:1:pos:R:3:nbo_charge:R:1
O -1.82 -4.39 0.29 -0.94
N -1.69 -0.30 -0.66 -0.93
C -1.05 -0.34 0.67 -0.22
C 2.00 2.00 0.37 -0.61
C 1.14 0.15 -1.12 -0.64
C 0.80 1.33 -0.21 -0.22
C -0.23 0.83 0.97 -0.40
H 1.86 0.37 -2.02 0.21
H 0.53 0.63 1.74 0.21
H -0.34 -1.23 0.77 0.18
H -1.61 0.39 -1.46 0.39
H 0.32 -0.43 -1.47 0.23
H -0.94 -4.44 -0.12 0.47
H -0.86 1.77 1.26 0.20
H -2.29 -3.71 -0.20 0.47
H 1.72 -0.57 -0.51 0.20
H -2.67 -0.51 -0.88 0.38
H 2.69 2.40 -0.39 0.22
H 1.63 2.93 0.97 0.20
H -1.84 -0.42 1.55 0.21
H 2.45 1.39 1.16 0.20
H 0.22 2.13 -0.73 0.19
```

For the total energy, the calculation gives -329.43182 Ha. As for the structure (SMILES): CC(C)CCN.O. For the gap between HOMO and LUMO, the calculation gives 9.813 eV.

3.
A 2-piece molecular cluster, C5H15NO overall at a distorted geometry, computed with wB97M-V/def2-TZVPD.

```
22
Properties=species:S:1:pos:R:3:nbo_charge:R:1
O 1.88 0.37 3.13 -0.92
N 0.58 -0.80 0.37 -0.27
C 0.05 -0.84 -0.94 -0.12
C -1.85 0.84 -0.46 -0.64
C -0.44 0.63 -1.18 -0.21
C -0.82 -2.14 -1.04 -0.63
C 0.43 1.79 -0.63 -0.63
H 1.35 -1.53 0.55 0.44
H -0.58 0.70 -2.32 0.25
H -0.75 -2.82 -0.20 0.24
H -1.85 -1.74 -1.14 0.26
H -2.18 1.81 -0.58 0.24
H 1.49 1.10 3.50 0.47
H -1.96 0.74 0.67 0.20
H 0.80 -0.85 -1.69 0.25
H 0.28 1.95 0.40 0.21
H -2.59 0.16 -0.74 0.22
H 0.09 2.70 -1.12 0.25
H 1.46 1.66 -0.88 0.22
H -0.20 -0.75 1.13 0.44
H -0.81 -2.80 -1.94 0.28
H 2.06 0.65 2.25 0.45
```

For the total energy, the calculation gives -329.11554 Ha. As for the spin multiplicity: 2. For the gap between HOMO and LUMO (alpha / beta), the calculation gives 11.988 / 6.998 eV. The total charge is +1.

4.
C5H15NO2 as an isolated structure at a distorted geometry, computed with wB97M-V/def2-TZVPD.

```
23
Properties=species:S:1:pos:R:3:nbo_charge:R:1
O 1.89 1.88 -0.32 -1.12
O 2.24 -0.16 1.23 -1.00
N -0.54 -0.78 1.64 -0.92
C 1.31 -1.41 -1.39 -0.70
C -2.33 0.62 0.83 -0.27
C -0.22 0.43 -0.67 -0.11
C -1.60 0.98 -0.51 -0.50
C -0.02 -0.76 -1.30 -0.02
H 2.07 -0.85 -0.86 0.28
H 1.29 -2.36 -0.84 0.23
H -2.20 0.57 -1.32 0.22
H 1.34 -0.29 1.52 0.44
H 0.69 0.92 -0.29 0.31
H 0.22 -1.43 1.39 0.41
H -2.53 1.50 1.46 0.22
H -3.32 0.27 0.57 0.21
H -0.84 -1.09 2.57 0.38
H -1.36 -0.14 1.26 0.28
H -0.81 -1.40 -1.69 0.18
H -1.55 2.06 -0.66 0.29
H 2.11 0.68 0.69 0.50
H 2.56 2.31 -0.87 0.45
H 1.62 -1.56 -2.42 0.24
```

For the total energy, the calculation gives -404.39422 Ha. For the gap between HOMO and LUMO, the calculation gives 3.853 eV.